<P>
Density functional theory data (ωB97M-V/def2-TZVPD) for 2 unconnected molecules or ions with the total composition C2H3NO3.

```
9
C2H3NO3 | the OMol25 dataset | ωB97M-V/def2-TZVPD
C 1.1342 0.2199 0.2187
C -1.0217 0.8727 0.0469
N 0.9799 -1.0007 -0.2282
O 2.0184 0.9572 0.4790
O -1.7708 -0.1936 -0.2473
O -1.8584 0.4686 1.0082
H -1.1285 1.7151 -0.5090
H -0.0768 -1.3449 -0.2984
H 1.7237 -1.6943 -0.4701
```

The frontier orbital gap comes out at 0.3418 Ha. The spin multiplicity is 1.


<Q>
Density functional theory data (ωB97M-V/def2-TZVPD) for a molecular structure, C2H3NO3.

```
9
C2H3NO3 | the OMol25 dataset | ωB97M-V/def2-TZVPD
C 0.2231 0.7491 -0.9824
C 0.5701 -1.0422 0.6965
H -1.5168 1.0055 0.8692
H 1.5277 1.1917 -0.9765
H 1.3762 -1.3880 0.0817
N -0.1362 0.1283 0.1443
O -1.5049 0.1539 0.3189
O -0.7855 0.9171 -1.8400
O 0.2461 -1.7153 1.6883
```

The frontier orbital gap comes out at 0.3762 Ha. The spin multiplicity is 1.


Short version: <P> is the least stable of them.


<P>
Density functional theory data (ωB97M-V/def2-TZVPD) for 2 unconnected molecules or ions with the total composition C9H14.

```
23
C9H14 | the OMol25 dataset | ωB97M-V/def2-TZVPD
C -0.9539 -2.8683 -2.4010
C -0.5834 -1.6638 -1.5965
C 0.1992 -0.6674 -2.1835
C 0.3977 0.5499 -1.5571
C -0.0974 0.7192 -0.2552
C -0.7360 -0.3173 0.3936
C -1.0281 -1.4941 -0.2910
H -0.1301 -3.2794 -2.9858
H -1.7952 -2.7227 -3.0819
H -1.2864 -3.6918 -1.7640
H 0.5572 -0.8393 -3.1918
H 1.0486 1.3492 -1.8981
H 0.2776 1.5970 0.2601
H -1.0365 -0.2402 1.4372
H -1.6608 -2.2609 0.1370
C 1.6476 1.9864 2.7956
C 0.6322 2.8929 3.5100
H 1.1250 1.3557 2.0819
H 2.3740 2.5878 2.2486
H 2.1685 1.3471 3.5041
H 0.9948 3.2645 4.4602
H -0.3149 2.3636 3.5818
H 0.3521 3.7632 2.9116
```

The frontier orbital gap comes out at 0.3706 Ha. The spin multiplicity is 1.


<Q>
Density functional theory data (ωB97M-V/def2-TZVPD) for 2 unconnected molecules or ions with the total composition C9H14.

```
23
C9H14 | the OMol25 dataset | ωB97M-V/def2-TZVPD
C -1.2339 2.9720 -0.1929
C -0.2366 1.9539 -0.6700
C 0.5749 1.3016 0.2664
C 1.5715 0.4212 -0.1223
C 1.8814 0.2864 -1.4731
C 1.0665 0.8861 -2.4116
C 0.0166 1.7145 -2.0130
H -2.0981 3.1077 -0.8480
H -0.7515 3.9561 -0.1663
H -1.5834 2.7617 0.8142
H 0.4037 1.4420 1.3290
H 2.2062 -0.0882 0.5900
H 2.7228 -0.3140 -1.7967
H 1.2627 0.7712 -3.4660
H -0.5919 2.1506 -2.8086
C -0.5977 -2.8193 0.8754
C -0.7058 -3.0034 2.3731
H -1.2993 -2.0671 0.5119
H 0.4117 -2.5849 0.5346
H -0.8750 -3.7191 0.3284
H -0.2860 -2.1408 2.8999
H -0.1241 -3.8469 2.7460
H -1.7346 -3.1415 2.6993
```

The frontier orbital gap comes out at 0.3693 Ha. The spin multiplicity is 1.


<R>
Density functional theory data (ωB97M-V/def2-TZVPD) for 2 unconnected molecules or ions with the total composition C9H14.

```
23
C9H14 | the OMol25 dataset | ωB97M-V/def2-TZVPD
C 1.7031 0.2983 -1.7579
C 0.3443 -0.1708 -1.3830
C -0.0789 -1.3270 -1.9789
C -1.3993 -1.8068 -1.8217
C -2.2162 -1.1295 -1.0330
C -1.9123 0.1275 -0.5482
C -0.6035 0.6658 -0.7257
H 2.2916 0.8673 -1.0198
H 1.5512 1.2542 -2.2992
H 2.2038 -0.3507 -2.3749
H 0.5645 -2.0897 -2.4267
H -1.6169 -2.8438 -2.1336
H -3.1046 -1.6287 -0.6423
H -2.7942 0.7664 -0.2209
H -0.2741 1.6706 -0.4441
C 1.0813 0.0833 2.5903
C 0.2330 1.2860 2.5969
H 1.1486 -0.4824 1.5884
H 2.1216 0.4025 2.6944
H 0.8226 -0.5631 3.3031
H 0.7138 2.0749 2.1172
H 0.0348 1.7593 3.6673
H -0.8142 1.1364 2.2525
```

The frontier orbital gap comes out at 0.3628 Ha. The spin multiplicity is 1.


Short version: <R> is the least stable of them.